Model A:
This record from OMol25 describes 2 unconnected molecules or ions with the total composition C3H11N2O. The level of theory is ωB97M-V with the def2-TZVPD basis set.

Positions of all 17 atoms, in Å:
1 C -0.1371 -2.1392 1.4631
2 C 0.0395 -0.8353 0.6307
3 C 1.2866 -0.4292 0.1658
4 N 1.5256 0.9371 -0.3505
5 N -1.0939 -0.0760 0.4309
6 H -1.1625 -2.6674 1.1843
7 H 0.7612 -2.9713 1.2784
8 H -0.2343 -1.8240 2.4739
9 H 2.1041 -1.1060 0.4011
10 H 1.6352 0.9692 -1.4162
11 H 0.4806 1.3192 -0.1869
12 H 2.1911 1.5105 0.2076
13 H -2.0452 -0.5807 0.2872
14 H -1.0181 0.6334 -0.1434
15 H -1.7622 3.0926 -1.7786
16 H -1.3420 1.9450 -2.7874
17 O -1.2285 2.2220 -1.8601

Computed properties:
- HOMO energy: -12.8900 eV
- Net charge: +1


Model B:
This record from OMol25 describes 2 unconnected molecules or ions with the total composition C3H11N2O. The level of theory is ωB97M-V with the def2-TZVPD basis set.

Positions of all 17 atoms, in Å:
1 C 2.4750 0.5993 -0.3024
2 C 1.1537 0.0296 0.0129
3 C 0.0209 -0.1035 -0.8126
4 N -0.9767 -1.1332 -0.3545
5 N 0.9741 -0.3683 1.3601
6 H 2.5528 1.6507 0.0402
7 H 2.4450 0.7762 -1.3885
8 H 3.3809 0.0753 0.0767
9 H -0.1567 0.2134 -1.8427
10 H -0.9362 -2.0360 -0.8578
11 H -1.9901 -0.8559 -0.4898
12 H -0.7460 -1.3758 0.6316
13 H 1.6166 -0.8844 1.7509
14 H 0.9287 0.4070 1.9100
15 H -4.1769 0.8437 0.5532
16 H -3.3021 1.4122 -0.4849
17 O -3.2628 0.7496 0.1979

Computed properties:
- HOMO energy: -13.9369 eV
- Net charge: +1


model B is favored, and the nearest alternative lies 11.4 kcal/mol above it.


Model A:
This record from OMol25 describes 2 unconnected molecules or ions with the total composition C5H10NS. The level of theory is ωB97M-V with the def2-TZVPD basis set.

Positions of all 17 atoms, in Å:
1 C -1.5125 -0.3625 2.3356
2 C -2.0515 1.0106 2.2789
3 C 1.7407 -0.3408 -2.5242
4 C 1.7001 0.1919 -1.1410
5 C -1.5303 0.3398 1.0411
6 N -0.9808 0.3221 -0.0685
7 S 1.6482 -2.1663 -2.6594
8 H -0.4364 -0.4089 2.6736
9 H -1.9384 -1.2792 2.5245
10 H -3.0851 1.3402 2.4265
11 H -1.2389 1.7264 2.6394
12 H 1.3664 0.2130 -3.3739
13 H 2.8042 0.0409 -2.7638
14 H 1.1238 1.0711 -0.8043
15 H 2.3094 -0.3792 -0.4389
16 H 1.4681 -2.3811 -1.3376
17 H -1.3871 1.0620 -0.8080

Computed properties:
- HOMO energy (alpha / beta): -12.6862 / -12.6866 eV
- Net charge: +1


Model B:
This record from OMol25 describes 2 unconnected molecules or ions with the total composition C5H10NS. The level of theory is ωB97M-V with the def2-TZVPD basis set.

Positions of all 17 atoms, in Å:
1 C 3.5967 1.0676 1.7000
2 C 3.2717 0.1078 0.8304
3 C -0.1899 -0.1146 -1.1266
4 C -2.6518 -0.1939 -1.6477
5 C -1.6732 -0.5861 0.5515
6 N -1.3805 -0.3343 -0.8293
7 S 1.6002 -0.5047 1.0223
8 H 4.5469 1.5290 1.8171
9 H 2.8388 1.6111 2.2159
10 H 3.7632 -0.4863 0.1452
11 H 0.2693 0.1541 -2.0110
12 H -3.4982 -0.6521 -1.0876
13 H -2.3775 -0.5851 -2.6683
14 H -2.9117 0.8037 -1.6712
15 H -2.6623 -1.0962 0.5227
16 H -1.6640 0.3852 1.2167
17 H -0.8777 -1.1051 1.0201

Computed properties:
- HOMO energy: -13.2141 eV
- Net charge: +1


model B is favored, and the nearest alternative lies 13.0 kcal/mol above it.


Model A:
This record from OMol25 describes a gas-phase ion, C5H10NS (charge +1). The level of theory is ωB97M-V with the def2-TZVPD basis set.

Positions of all 17 atoms, in Å:
1 C 0.5207 -0.6634 0.9844
2 C 1.0616 -1.4475 -0.0410
3 C -0.2714 0.2560 0.3428
4 C 1.2048 -1.4644 -2.8634
5 C -2.0836 1.8163 1.4299
6 N -0.6436 1.4041 1.2370
7 S 1.4353 -0.4985 -1.3733
8 H 0.7347 -0.8423 2.0198
9 H 1.6411 -2.2516 0.2252
10 H 1.9497 -1.0832 -3.5451
11 H 0.3083 -1.7444 -3.3234
12 H 1.6030 -2.4147 -2.4783
13 H -2.5412 1.0139 2.0821
14 H -2.2242 2.8185 1.8349
15 H -2.3448 1.8079 0.4473
16 H -0.1846 1.1279 2.1727
17 H -0.1658 2.1654 0.8485

Computed properties:
- HOMO energy (alpha / beta): -12.4081 / -12.4081 eV
- Net charge: +1


Model B:
This record from OMol25 describes a molecular structure, C5H10NS. The level of theory is ωB97M-V with the def2-TZVPD basis set.

Positions of all 17 atoms, in Å:
1 C 0.6789 1.1067 0.7173
2 C 1.7598 0.8088 0.0531
3 C -0.5620 0.4410 0.3773
4 C 0.0435 -0.9491 -0.7765
5 C 0.2086 -2.0673 0.2502
6 N -1.4771 1.4339 -0.4071
7 S 1.6589 -0.2378 -1.3052
8 H 0.8093 1.7122 1.5824
9 H 2.6930 1.2760 0.1983
10 H -0.9162 -0.2152 1.1662
11 H -0.6162 -1.0855 -1.6231
12 H -0.8115 -2.2857 0.6027
13 H 0.9320 -1.6931 1.0841
14 H 0.7707 -3.0083 -0.1954
15 H -2.3423 0.9225 -0.5300
16 H -1.0962 1.6010 -1.2932
17 H -1.7331 2.2400 0.0988

Computed properties:
- HOMO energy: -12.5566 eV
- Net charge: +1


model B is favored, and the nearest alternative lies 71.3 kcal/mol above it.


Model A:
This record from OMol25 describes C2H5PS in the gas phase. The level of theory is ωB97M-V with the def2-TZVPD basis set.

Positions of all 9 atoms, in Å:
1 C 1.5839 0.9266 0.0612
2 C 0.1026 -0.6565 0.5424
3 P -1.4843 -0.4406 -0.3332
4 S 1.6224 -0.8119 -0.2508
5 H 1.0983 1.4356 -0.8194
6 H 1.9486 1.4864 0.9293
7 H -0.0599 -0.6530 1.5804
8 H -1.9848 0.1374 0.8038
9 H -2.1270 -1.6950 -0.0413

Computed properties:
- HOMO energy: -8.6065 eV


Model B:
This record from OMol25 describes 2 unconnected molecules or ions with the total composition C2H5PS. The level of theory is ωB97M-V with the def2-TZVPD basis set.

Positions of all 9 atoms, in Å:
1 C -1.5154 0.0508 -1.1254
2 C 1.5841 0.2403 0.6303
3 P -1.4359 -0.8364 0.2438
4 S 1.2412 0.8464 -0.9935
5 H -1.9736 0.8232 -1.7537
6 H 1.3989 -0.8104 0.5076
7 H 0.8757 0.6419 1.3678
8 H 2.6201 0.3748 0.7572
9 H -2.7951 -1.3306 0.3660

Computed properties:
- HOMO energy (alpha / beta): -8.3485 / -8.3536 eV


model A is favored, and the nearest alternative lies 28.6 kcal/mol above it.


Model A:
This record from OMol25 describes 2 unconnected molecules or ions with the total composition C4H9O3. The level of theory is ωB97M-V with the def2-TZVPD basis set.

Positions of all 16 atoms, in Å:
1 C -1.1296 -1.1243 0.4332
2 C -2.5711 -0.4732 0.5896
3 O 0.0229 -0.4692 0.9516
4 H -1.1191 -2.1295 1.0129
5 H -0.9456 -1.3369 -0.6061
6 H -2.4419 0.5673 0.8631
7 H 0.4446 -0.3158 -0.0798
8 H -3.0281 -0.8979 1.4895
9 H -3.2684 -0.5901 -0.3354
10 C 2.2003 1.1950 0.0621
11 C 1.8769 0.6548 -1.4184
12 O 2.6831 0.8860 -2.2926
13 O 0.7684 -0.0101 -1.5168
14 H 3.0606 1.7298 0.0366
15 H 2.0196 0.3476 0.6453
16 H 1.4274 1.9663 0.1651

Computed properties:
- HOMO energy: -4.5751 eV
- Net charge: -1


Model B:
This record from OMol25 describes 2 unconnected molecules or ions with the total composition C4H9O3. The level of theory is ωB97M-V with the def2-TZVPD basis set.

Positions of all 16 atoms, in Å:
1 C -0.2899 0.8792 0.4348
2 C -1.0678 2.2449 0.4816
3 C -1.0278 -0.3781 1.0450
4 O -0.2613 -1.3972 0.9727
5 O -2.0164 -0.2028 1.7836
6 H 0.1116 0.6317 -0.5104
7 H 0.4412 1.1171 1.2600
8 H -2.2643 1.9716 0.3296
9 H -0.9081 2.9721 -0.4285
10 H -1.0692 2.7938 1.3727
11 C 1.2192 -1.6131 -0.7975
12 O 1.4346 -1.9870 -2.1109
13 H 2.3551 -2.2978 -2.2485
14 H 1.1847 -2.5201 -0.2452
15 H 1.9771 -0.9656 -0.5227
16 H 0.1814 -1.2488 -0.8164

Computed properties:
- HOMO energy: -3.9292 eV
- Net charge: -1


model A is favored, and the nearest alternative lies 30.9 kcal/mol above it.


Model A:
This record from OMol25 describes 2 unconnected molecules or ions with the total composition C4H9O3. The level of theory is ωB97M-V with the def2-TZVPD basis set.

Positions of all 16 atoms, in Å:
1 C 0.5035 1.1212 0.5944
2 C 0.9501 2.5692 0.2191
3 O 0.7584 0.1836 -0.3813
4 H 1.2532 0.7304 1.3484
5 H -0.4529 1.0425 0.9062
6 H 0.2565 2.8321 -0.5399
7 H -0.2513 -0.0917 -0.7051
8 H 2.0070 2.4205 -0.0880
9 H 0.8320 3.1855 1.1161
10 C -0.1796 -2.3380 -0.4474
11 C -1.6103 -1.6312 -0.2465
12 O -2.4516 -2.1697 0.4479
13 O -1.6716 -0.5226 -0.8293
14 H 0.2609 -1.9316 0.3600
15 H 0.2326 -2.0594 -1.3527
16 H -0.4370 -3.3407 -0.4019

Computed properties:
- HOMO energy: -4.4680 eV
- Net charge: -1


Model B:
This record from OMol25 describes 2 unconnected molecules or ions with the total composition C4H9O3. The level of theory is ωB97M-V with the def2-TZVPD basis set.

Positions of all 16 atoms, in Å:
1 C -0.6251 2.2804 1.3374
2 O -1.3710 1.1036 1.1031
3 H -1.3341 0.6846 0.2580
4 H -1.3338 2.8926 1.7520
5 H -0.2393 2.6059 0.3825
6 H 0.2546 2.1101 1.9639
7 C 0.7847 -0.6450 -1.0544
8 C 0.9737 -1.6129 0.1811
9 C -0.6447 -1.0254 -1.4790
10 O -0.8498 -2.1479 -1.9070
11 O -1.3980 -0.0588 -1.3576
12 H 0.9423 0.4009 -0.8041
13 H 1.7541 -0.8926 -1.5605
14 H 2.0935 -1.6067 0.3057
15 H 0.7253 -2.6644 -0.1965
16 H 0.2677 -1.4242 1.0755

Computed properties:
- HOMO energy: -4.2983 eV
- Net charge: -1


Model C:
This record from OMol25 describes 2 unconnected molecules or ions with the total composition C4H9O3. The level of theory is ωB97M-V with the def2-TZVPD basis set.

Positions of all 16 atoms, in Å:
1 C 0.6326 0.5613 -0.6647
2 O 1.7419 1.3675 -0.4582
3 C -0.1575 0.4564 0.6350
4 C -1.5850 0.1989 0.6961
5 C -2.3188 -0.7889 -0.1695
6 O -1.8550 -1.0739 -1.3679
7 H 0.0430 0.9696 -1.4819
8 H 0.9167 -0.4217 -1.0512
9 H -0.3522 -0.6032 1.0490
10 H 0.4023 1.0830 1.3280
11 H -2.3586 -1.7136 0.4609
12 H -2.0894 0.3560 1.6535
13 H -3.3852 -0.4251 -0.2013
14 H 3.9425 -0.8157 0.1491
15 H 2.6148 0.7940 -0.3152
16 O 3.8081 0.0554 -0.2617

Computed properties:
- HOMO energy: -3.7888 eV
- Net charge: -1


model A is favored, and the nearest alternative lies 2.5 kcal/mol above it.


Model A:
This record from OMol25 describes a molecular structure, C2H3N3. The level of theory is ωB97M-V with the def2-TZVPD basis set.

Positions of all 8 atoms, in Å:
1 C 0.9037 1.8669 -1.4249
2 C -0.4649 -1.0411 0.8715
3 N 1.3748 2.8515 -1.7494
4 N -0.0219 0.1899 -1.0779
5 N 0.0139 0.0377 0.0951
6 H 0.1515 -1.1022 1.7692
7 H -0.4738 -1.9946 0.3379
8 H -1.4832 -0.8081 1.1786

Computed properties:
- HOMO energy: -10.1027 eV


Model B:
This record from OMol25 describes C2H3N3 in the gas phase. The level of theory is ωB97M-V with the def2-TZVPD basis set.

Positions of all 8 atoms, in Å:
1 C 0.4857 -0.1342 -0.8358
2 C 1.5004 -0.3261 -0.0378
3 N 2.7516 -0.7852 -0.2791
4 N 2.8199 0.3044 0.3848
5 N 0.2798 -0.9404 0.4776
6 H 0.4269 -1.0229 -1.5062
7 H -0.1752 0.7489 -1.5667
8 H -0.3580 -0.4115 1.1045

Computed properties:
- HOMO energy: -9.8939 eV
- SMILES: C1NC12N=N2


model A is favored, and the nearest alternative lies 44.2 kcal/mol above it.


Model A:
This record from OMol25 describes C2H3N3 in the gas phase. The level of theory is ωB97M-V with the def2-TZVPD basis set.

Positions of all 8 atoms, in Å:
1 N -0.7018 -0.5202 0.6028
2 C -0.0375 -0.2101 -1.6462
3 N 0.8361 0.5386 -1.4049
4 N 1.1386 0.9705 0.2251
5 C 0.2472 0.3022 0.9187
6 H -1.2420 -0.8567 1.4036
7 H -0.7892 -0.8742 -2.0268
8 H 0.5486 0.6501 1.9277

Computed properties:
- HOMO energy: -9.0515 eV


Model B:
This record from OMol25 describes C2H3N3 in the gas phase. The level of theory is ωB97M-V with the def2-TZVPD basis set.

Positions of all 8 atoms, in Å:
1 N 0.3924 -0.6943 0.6288
2 C -0.7193 -0.1549 0.1238
3 C -0.3233 0.5581 -0.9820
4 N 1.0416 0.3546 -1.1182
5 N 1.4582 -0.3981 -0.1706
6 H 0.5488 -1.0028 1.5782
7 H -1.7240 -0.1785 0.5200
8 H -0.6743 1.5159 -0.5799

Computed properties:
- HOMO energy: -9.4846 eV
- SMILES: c1c[nH]nn1


Model C:
This record from OMol25 describes C2H3N3 in the gas phase. The level of theory is ωB97M-V with the def2-TZVPD basis set.

Positions of all 8 atoms, in Å:
1 N -0.0927 0.9708 -0.2241
2 C 1.4258 -0.5200 -0.1278
3 N 0.7601 -1.4946 0.0650
4 N -0.8369 -1.2378 0.1508
5 C -1.0073 0.0570 -0.0221
6 H -0.4511 1.9362 -0.3289
7 H 2.2984 0.1018 -0.2888
8 H -2.0959 0.1875 0.0435

Computed properties:
- HOMO energy: -9.1745 eV


Model D:
This record from OMol25 describes C2H3N3 in the gas phase. The level of theory is ωB97M-V with the def2-TZVPD basis set.

Positions of all 8 atoms, in Å:
1 C -0.1194 0.1418 -0.0627
2 C 1.3490 -0.2135 0.1654
3 H -0.7241 -1.7673 0.0149
4 H -2.1198 -0.4465 -0.2462
5 H 0.6214 1.8362 0.3514
6 N -1.0990 -0.8042 -0.0031
7 N -0.4230 1.4105 -0.0707
8 N 2.5149 -0.1569 -0.1490

Computed properties:
- HOMO energy: -9.8864 eV
- SMILES: [H]/N=C(/N)C#N


model D is favored, and the nearest alternative lies 18.5 kcal/mol above it.